The following is a quantum chemistry calculation of one molecule with the formula C2H4N4S2, from the OMol25 dataset.

Properties
**Total charge**: 0
**Spin multiplicity**: 1
**Energy relative to the best compared isomer or geometry (same formula, charge and spin)**: 28.0 kcal/mol
**Structure (SMILES)**: Nn1ncn(S)c1=S

Last column: Löwdin charge in e.
Atoms and positions in Å:
N 2.053811 -0.507560 -0.753240  0.098
N 0.762282 -0.117299 -0.487704  -0.236
N -0.001012 0.513479 -1.440339  0.116
C -1.123947 0.728097 -0.832454  -0.202
N -1.106076 0.257280 0.446062  -0.444
S -2.396352 0.328717 1.591187  0.802
C 0.126457 -0.305207 0.695747  -0.860
S 0.641089 -1.013079 2.097949  0.595
H 2.583214 0.331691 -1.020796  0.106
H 2.056080 -1.133635 -1.542915  0.091
H -1.983454 1.204934 -1.257718  0.120
H -1.612093 -0.287418 2.504221  -0.187

Atomic forces in eV per Å
0.498 0.746 -0.040
-0.161 0.006 -0.232
-0.167 -0.002 0.344
0.241 -0.137 -0.045
-0.275 -0.001 0.316
0.098 0.073 -0.291
0.070 0.023 -0.133
-0.051 -0.002 0.076
-0.200 -0.478 0.223
-0.093 -0.244 -0.161
-0.108 0.115 -0.177
0.148 -0.100 0.120